{
  "formula": "C46H61N8P2RbS",
  "method": "ωB97M-V/def2-TZVPD",
  "multiplicity": 1,
  "fmax_ev_per_a": 5.56,
  "total_energy_ha": -3332.384593,
  "charge": 0,
  "elements": ["Rb", "N", "C", "N", "C", "N", "N", "C", "C", "C", "C", "C", "C", "N", "C", "C", "C", "C", "C", "C", "H", "H", "H", "H", "H", "H", "H", "H", "H", "H", "H", "C", "C", "C", "P", "C", "C", "C", "C", "C", "C", "C", "C", "C", "C", "N", "C", "C", "C", "C", "C", "C", "C", "C", "C", "H", "H", "H", "H", "H", "H", "H", "H", "H", "H", "H", "H", "H", "H", "H", "H", "H", "H", "H", "H", "H", "H", "H", "H", "H", "H", "H", "H", "H", "H", "H", "C", "C", "P", "C", "C", "C", "C", "H", "H", "H", "H", "H", "H", "H", "H", "H", "H", "H", "H", "H", "H", "H", "S", "C", "N", "C", "C", "C", "N", "H", "H", "H", "H"],
  "positions_angstrom": [[-7.0340, -3.5349, 21.0532], [-9.5476, 0.2324, 24.3659], [-9.1128, -0.8324, 23.6701], [-8.1578, -0.8266, 22.7862], [-7.4962, 0.3934, 22.6221], [-6.3789, 0.4564, 21.9515], [-6.0000, -0.5786, 21.2200], [-4.8003, -0.3875, 20.6458], [-4.1495, -1.3590, 19.8918], [-2.7950, -1.1583, 19.6199], [-2.1148, -2.0574, 18.7839], [-2.7992, -3.2368, 18.3957], [-4.0885, -3.4452, 18.8627], [-4.7691, -2.5269, 19.5671], [-7.9964, 1.6268, 23.2400], [-7.5727, 2.9005, 22.8222], [-8.0767, 4.0748, 23.3908], [-9.1988, 3.9255, 24.1949], [-9.7617, 2.7295, 24.5046], [-9.1496, 1.5545, 24.0499], [-10.2899, 0.1012, 25.0476], [-9.5933, -1.8106, 23.8095], [-4.3276, 0.5596, 20.8342], [-2.3137, -0.2428, 19.9860], [-1.0855, -1.8498, 18.4722], [-2.3451, -3.9691, 17.7459], [-4.6412, -4.3394, 18.6533], [-6.8248, 2.9602, 22.0577], [-7.5871, 5.0429, 23.2888], [-9.6869, 4.8501, 24.5683], [-10.6366, 2.6353, 25.1321], [-11.8751, -4.8936, 21.9998], [-11.4827, -5.8163, 23.1998], [-11.8296, -7.2721, 23.0016], [-9.6396, -5.4842, 23.5015], [-9.6882, -4.5755, 25.1380], [-8.3176, -3.9284, 25.4363], [-10.0734, -5.3230, 26.4153], [-8.6878, -6.9933, 23.6880], [-9.1813, -7.9638, 24.5728], [-8.6374, -9.2467, 24.7043], [-9.3980, -10.1732, 25.6391], [-7.4053, -9.4842, 24.0490], [-6.8261, -8.5243, 23.2944], [-7.4613, -7.2591, 22.9887], [-7.0761, -6.3983, 22.0203], [-6.1162, -6.8381, 21.1393], [-6.4564, -7.5115, 19.8864], [-7.8975, -7.8492, 19.5884], [-5.4264, -7.9217, 19.0222], [-4.0836, -7.5754, 19.2168], [-3.0007, -7.8684, 18.2043], [-3.7654, -6.9415, 20.4207], [-4.7453, -6.5305, 21.3698], [-4.3159, -5.9334, 22.7011], [-12.9102, -4.5079, 22.0339], [-11.8107, -5.3854, 20.9981], [-11.2125, -4.0475, 21.9919], [-12.0169, -5.4322, 24.0832], [-11.0819, -7.8297, 22.4051], [-12.7512, -7.3202, 22.3929], [-12.0025, -7.8845, 23.9388], [-10.4260, -3.7717, 24.9304], [-7.6340, -4.6395, 25.9230], [-8.4248, -3.0543, 26.1499], [-7.8263, -3.4832, 24.5275], [-9.2320, -5.9219, 26.8122], [-10.9929, -5.9088, 26.2952], [-10.2328, -4.4868, 27.1649], [-10.0863, -7.7164, 25.1665], [-10.4500, -10.1141, 25.3831], [-9.3377, -9.7901, 26.6532], [-9.0250, -11.1809, 25.5409], [-6.8819, -10.4244, 24.2212], [-5.8798, -8.7406, 22.7689], [-8.1320, -7.5074, 18.5756], [-8.5899, -7.3806, 20.2911], [-8.1161, -8.9449, 19.6354], [-5.7009, -8.5051, 18.1766], [-2.6038, -8.8978, 18.3006], [-2.1560, -7.1826, 18.2368], [-3.3736, -7.8488, 17.1751], [-2.7369, -6.6615, 20.5327], [-4.9218, -5.0769, 22.9527], [-3.2674, -5.5838, 22.5744], [-4.3457, -6.6496, 23.5161], [-13.0263, 0.2520, 20.3288], [-12.9283, -0.7828, 19.2138], [-11.2114, -1.4853, 19.0857], [-11.3332, -2.7296, 17.7237], [-12.4942, -2.4662, 16.7590], [-10.2408, -0.1007, 18.3337], [-10.9453, 1.0464, 17.6093], [-13.9356, 0.8226, 20.2724], [-12.2150, 0.9716, 20.2793], [-12.9869, -0.2072, 21.3290], [-13.3241, -0.4482, 18.2429], [-13.4737, -1.7116, 19.4532], [-11.4334, -3.7315, 18.1600], [-10.3341, -2.7417, 17.2316], [-13.4645, -2.6971, 17.1907], [-12.3667, -3.1141, 15.8588], [-12.5533, -1.4428, 16.3793], [-9.5233, -0.5625, 17.6306], [-9.6376, 0.3638, 19.1256], [-11.5105, 0.7079, 16.7201], [-10.2565, 1.7980, 17.1823], [-11.6096, 1.5953, 18.3220], [-7.7277, -4.4088, 17.6141], [-7.1900, -3.8866, 16.1017], [-6.5800, -4.8568, 15.3229], [-6.0727, -4.6434, 14.0630], [-6.2890, -3.4720, 13.3870], [-7.0004, -2.5482, 14.1895], [-7.3563, -2.6995, 15.4653], [-6.4620, -5.7825, 15.7073], [-5.4844, -5.4775, 13.6690], [-5.9740, -3.3113, 12.3483], [-7.1255, -1.5077, 13.8327]],
  "forces_ev_per_angstrom": [[-0.466, -0.213, 0.250], [-1.025, 1.010, 0.634], [0.672, -0.844, -1.139], [-0.576, 0.754, 0.674], [1.170, -1.134, -0.458], [-0.743, 2.358, 0.660], [2.960, -1.310, -1.884], [-4.585, 1.092, 2.950], [1.348, -2.899, -1.059], [0.536, 0.137, -1.021], [-0.817, -0.560, 0.325], [0.733, 1.024, 0.235], [-0.299, 1.338, 0.480], [0.624, 0.362, -0.245], [-1.340, 0.662, -0.680], [0.288, 0.455, 0.547], [0.183, -1.295, -0.053], [-0.410, 2.381, 0.436], [-0.200, -1.960, 0.254], [1.278, -0.730, -0.138], [0.241, -0.001, -0.348], [-0.062, 0.561, 0.388], [0.327, 0.362, 0.055], [-0.146, -0.429, -0.235], [-0.440, -0.210, 0.127], [0.146, -0.061, 0.035], [-0.090, -0.515, -0.155], [0.511, -0.115, -0.052], [-0.345, -0.279, -0.432], [0.382, -0.743, -0.097], [-0.120, 0.222, 0.007], [-0.641, -0.749, -0.370], [0.392, 0.485, 0.225], [-0.765, -1.343, -0.310], [0.576, 1.219, -0.907], [0.716, -0.264, 0.048], [0.220, 1.454, -0.205], [-0.229, 1.266, 0.714], [-0.185, -0.648, 1.420], [0.034, -0.401, -0.137], [-0.285, 0.946, 0.366], [0.566, 0.666, -0.660], [-1.125, -0.596, 1.389], [0.865, 1.219, -1.619], [-0.856, 0.220, -0.702], [-0.083, -0.463, 0.522], [1.039, -0.098, -1.485], [0.890, 0.034, 1.417], [-0.119, -0.617, -0.127], [-0.291, 0.952, 0.832], [-0.240, 0.196, 0.728], [-0.133, -0.978, -0.390], [-1.185, 0.645, -0.216], [0.295, -1.194, -0.540], [1.028, 0.212, -1.257], [0.239, -0.280, 0.332], [0.322, 0.096, 0.792], [0.224, 0.491, -0.186], [0.113, -0.109, -0.151], [-0.118, 0.389, 0.338], [0.096, -0.126, 0.372], [0.254, 0.922, -0.949], [0.202, -0.348, 0.150], [-0.154, 0.140, -0.391], [-0.019, -0.924, -0.519], [-0.371, -0.615, 0.689], [-0.564, 0.011, -0.426], [0.239, 0.052, 0.261], [-0.127, -1.137, -0.382], [0.592, -0.307, -0.499], [-0.255, -0.375, -0.139], [0.248, -0.322, 0.359], [-0.081, -0.424, 0.306], [-0.130, 0.038, -0.154], [-0.498, 0.113, 0.347], [-0.148, -0.066, 0.054], [0.235, 0.135, -0.024], [0.357, 0.701, -0.047], [-0.222, -0.339, -0.849], [-0.035, 0.412, 0.199], [-0.023, 0.087, 0.270], [-0.182, 0.186, 0.083], [0.503, 0.158, 0.463], [-0.326, 0.220, 0.273], [-0.524, -0.187, 0.303], [-0.169, -0.110, 0.104], [0.209, -0.339, 0.322], [0.208, -0.981, -0.299], [0.332, 0.111, 0.732], [-0.034, 0.362, -0.253], [0.493, -0.720, -1.269], [0.642, 0.485, -0.617], [-0.678, 0.498, -0.273], [-0.555, 0.202, -0.057], [0.209, 0.091, 0.004], [0.051, 0.020, -0.369], [0.177, 0.188, 0.397], [-0.278, 0.467, 0.107], [-0.042, 0.238, 0.051], [-0.667, 0.101, 0.151], [-0.016, -0.077, 0.144], [-0.254, 0.349, 0.546], [0.221, -0.020, 0.154], [-0.125, 0.032, 0.389], [-0.036, -0.335, -0.032], [-0.092, 0.038, 0.611], [0.060, -0.359, 0.454], [0.294, -0.413, -0.812], [0.252, 0.784, -0.698], [-0.457, -1.170, -0.074], [1.057, 0.270, -1.608], [-0.103, -0.560, 0.358], [-0.384, -0.681, 0.713], [0.437, 1.322, 1.049], [-0.070, 0.386, -0.774], [-0.003, 0.080, 0.395], [-0.370, 0.265, 0.036], [-0.120, 0.035, 0.753], [-0.260, -0.737, -0.009]]
}